Below is a 8-piece molecular cluster, C28H75N3O16 overall, with properties calculated with ωB97M-V/def2-TZVPD.

The geometry in XYZ format:
```
122
Properties=species:S:1:pos:R:3
C 2.53850 3.99976 -0.37372
O 1.17030 3.49261 -0.53131
C 0.76932 3.56832 -1.88727
C -0.72158 3.32105 -1.96881
N -1.03529 2.04568 -1.39359
C -2.40583 1.52479 -1.68738
C -2.53510 0.18625 -1.00605
O -2.57904 0.50362 0.37155
C -2.85590 -0.66787 1.14778
H 2.93486 3.62393 0.57556
H 2.64555 5.08137 -0.54538
H 3.27350 3.61430 -1.14725
H 1.22511 2.78648 -2.52789
H 0.92790 4.56554 -2.26078
H -0.99408 3.41602 -3.00162
H -1.20917 4.14246 -1.51736
H -1.02908 2.26153 -0.45126
H -2.63640 1.50460 -2.78033
H -3.09838 2.28505 -1.30522
H -1.63680 -0.38884 -1.34571
H -3.45291 -0.29256 -1.32597
H -3.06580 -0.45388 2.23379
H -1.97012 -1.30691 1.25224
H -3.81055 -1.08414 0.72054
C 0.05664 1.55010 10.22594
O -0.26180 1.70920 8.84291
C 0.88130 2.07361 8.08524
C 0.77446 1.46362 6.69804
N 1.81070 2.04539 5.84922
C 1.78423 1.46742 4.53008
C 2.71724 2.10887 3.51047
O 4.02355 2.18871 3.86760
C 4.64677 0.95492 3.71526
H 0.40877 2.57932 10.57477
H 0.79733 0.73470 10.28772
H -0.82572 1.28689 10.74478
H 1.76572 1.71586 8.57650
H 0.84660 3.13610 7.90334
H -0.20890 1.79546 6.30426
H 0.81559 0.40350 6.70703
H 2.73909 2.02827 6.32538
H 0.78746 1.63831 4.17425
H 1.98736 0.40333 4.67203
H 2.45569 3.16111 3.46124
H 2.66437 1.47412 2.58110
H 4.62720 0.65325 2.63231
H 4.20021 0.13410 4.28249
H 5.65970 1.11620 3.95445
C -3.54839 -2.11194 -3.99001
O -3.83452 -0.67918 -4.00723
C -4.11385 -0.14707 -5.27004
C -4.89070 1.15967 -4.94309
N -6.19723 0.89518 -4.34333
C -7.13812 1.97762 -4.30957
C -6.58631 3.24342 -3.75098
O -6.08792 2.96277 -2.39981
C -5.53282 4.07656 -1.74055
H -4.41648 -2.67042 -4.36730
H -3.33158 -2.51486 -2.98283
H -2.76972 -2.39627 -4.66041
H -4.76489 -0.89000 -5.88685
H -3.23916 0.17783 -5.82119
H -5.06169 1.75293 -5.87958
H -4.24393 1.78565 -4.35226
H -5.98711 0.60233 -3.42266
H -8.02766 1.71802 -3.73994
H -7.54328 2.08344 -5.28437
H -7.35006 4.07689 -3.68660
H -5.80997 3.57939 -4.44953
H -6.08479 5.03734 -1.81067
H -4.56027 4.25891 -2.19482
H -5.57241 3.81887 -0.69309
C -0.14789 -1.06567 -4.87115
C 1.01357 -0.28096 -5.40132
O 1.34555 0.82526 -4.55365
O 0.20838 -1.62611 -3.59276
H -0.43158 -1.86353 -5.51329
H -1.09870 -0.49777 -4.77194
H 0.88582 0.05415 -6.47273
H 1.91219 -0.93871 -5.36114
H 2.11652 0.56759 -4.03928
H 0.41627 -0.96269 -2.89720
C 4.42950 -3.53799 1.22042
C 3.51280 -4.52247 0.59551
O 2.22622 -3.88869 0.28581
O 3.88666 -2.91314 2.34251
H 4.81445 -2.79671 0.44034
H 5.33745 -4.11723 1.42857
H 3.48885 -5.32054 1.34421
H 3.94490 -4.87804 -0.32187
H 2.30294 -3.61744 -0.68451
H 3.44603 -2.06393 2.08722
C 2.31100 -0.49490 0.48809
C 0.95518 -0.16237 -0.13259
O 1.09063 0.07087 -1.54521
O 2.19943 -0.70355 1.85471
H 2.93745 0.35337 0.39048
H 2.77170 -1.41928 0.06781
H 0.62675 0.74030 0.37242
H 0.15806 -0.85724 0.00797
H 0.38595 0.70907 -1.71521
H 1.42926 -1.27382 2.05268
C 0.26988 -4.19499 3.51863
C 1.11809 -5.43451 3.41039
O 2.44393 -5.17016 3.78005
O 0.67319 -3.18174 2.57759
H 0.39723 -3.68267 4.50561
H -0.77098 -4.40688 3.33731
H 1.06240 -5.80224 2.34136
H 0.77749 -6.25201 4.05131
H 2.70109 -4.28496 3.44768
H 1.17941 -3.57397 1.82243
C 3.14659 -3.25575 -3.29656
C 3.99951 -2.07703 -2.79679
O 3.58283 -0.74234 -3.04864
O 2.02877 -3.50007 -2.50700
H 3.86162 -4.13590 -3.24922
H 2.90049 -3.12120 -4.36880
H 4.96637 -2.19738 -3.29630
H 4.10174 -2.33763 -1.72443
H 2.86152 -0.43026 -2.46056
H 1.31375 -3.08471 -2.91322
```

Results
F_max in eV Å⁻¹: 3.01
Charge: 0
DFT total energy in a.u.: -2479.67562
Structure (SMILES): COCCNCCOC.COCCNCCOC.COCCNCCOC.OCCO.OCCO.OCCO.OCCO.OCCO

Below is an isolated ion of composition C4H6N3O4 and charge -1, with properties calculated with ωB97M-V/def2-TZVPD.

The geometry in XYZ format:
```
17
Properties=species:S:1:pos:R:3
C 1.89806 -0.35105 0.95345
C -1.97162 0.04071 0.44541
C 0.50348 -0.71334 0.08445
C -0.62948 -0.18542 0.83511
N 0.59888 -0.22783 -1.27866
N 0.68239 1.73167 -0.12134
N -2.10501 -0.05796 -0.97470
O 1.74194 1.23635 0.45892
O 2.90246 -0.93178 0.47344
O -2.92486 0.47135 1.13048
O 0.49055 1.18521 -1.40295
H 1.85357 -0.37117 2.10211
H 0.48858 -1.80643 0.04149
H -0.48059 -0.01612 1.89340
H 1.47029 -0.43855 -1.66859
H -1.47076 0.31423 -1.60976
H -3.04787 0.12012 -1.36226
```

Results
F_max in eV Å⁻¹: 3.78
Charge: -1
DFT total energy in a.u.: -621.06444